<a>
Below is C5H10O in the gas phase, with properties calculated with ωB97M-V/def2-TZVPD.

Summary:
total charge: 0
frontier orbital gap: 11.00 eV
SMILES: C=C[C@@H](O)CC
E_LUMO: 1.08 eV
multiplicity: 1

Last column: Löwdin charge in e.
CARTESIAN COORDINATES (ANGSTROEM)
C (-1.19, 1.60, 0.23)  0.015
C (0.01, 1.48, -0.30)  -0.123
C (0.93, 0.28, -0.24)  -0.415
O (2.15, 0.65, 0.39)  -0.038
C (0.34, -0.98, 0.41)  -0.220
C (-0.69, -1.67, -0.48)  -0.101
H (-1.75, 2.51, 0.15)  0.055
H (-1.67, 0.80, 0.76)  0.053
H (0.46, 2.32, -0.81)  0.104
H (1.23, 0.03, -1.27)  0.148
H (1.95, 0.92, 1.29)  0.094
H (1.16, -1.66, 0.60)  0.111
H (-0.10, -0.71, 1.37)  0.108
H (-1.07, -2.57, 0.02)  0.072
H (-0.23, -1.97, -1.42)  0.074
H (-1.52, -1.01, -0.70)  0.062



<b>
Below is C5H10O in the gas phase, with properties calculated with ωB97M-V/def2-TZVPD.

Summary:
total charge: 0
frontier orbital gap: 9.58 eV
SMILES: COC=C(C)C
E_LUMO: 1.00 eV
multiplicity: 1

Last column: Löwdin charge in e.
CARTESIAN COORDINATES (ANGSTROEM)
C (0.50, 0.56, 2.06)  -0.092
O (1.50, 0.60, 1.04)  -0.146
C (1.18, -0.28, 0.04)  -0.152
C (0.06, -0.21, -0.67)  -0.341
C (-0.77, 1.05, -0.71)  -0.066
C (-0.43, -1.38, -1.47)  -0.070
H (0.68, 1.43, 2.69)  0.091
H (-0.54, 0.60, 1.70)  0.077
H (0.61, -0.37, 2.63)  0.092
H (1.92, -1.06, -0.12)  0.124
H (-0.89, 1.37, -1.75)  0.086
H (-1.77, 0.93, -0.29)  0.083
H (-0.26, 1.86, -0.17)  0.080
H (-0.59, -1.16, -2.52)  0.075
H (-1.41, -1.70, -1.07)  0.084
H (0.24, -2.25, -1.39)  0.076



<c>
Below is 2 unconnected molecules or ions with the total composition C5H10O, with properties calculated with ωB97M-V/def2-TZVPD.

Summary:
total charge: 0
frontier orbital gap: 9.32 eV
E_LUMO: 0.95 eV
multiplicity: 1

Last column: Löwdin charge in e.
CARTESIAN COORDINATES (ANGSTROEM)
C (1.97, 0.28, 0.06)  -0.074
C (0.45, 0.36, 0.15)  -0.363
C (-0.29, -0.31, -1.02)  -0.187
C (-1.56, -0.93, -0.46)  -0.099
O (-1.42, -0.92, 0.84)  -0.099
C (-0.14, -0.41, 1.32)  -0.118
H (2.33, 0.82, -0.82)  0.080
H (2.45, 0.71, 0.94)  0.079
H (2.29, -0.76, -0.03)  0.082
H (0.14, 1.41, 0.22)  0.141
H (-0.50, 0.36, -1.87)  0.110
H (0.27, -1.17, -1.42)  0.123
H (-3.02, 0.46, -0.88)  0.006
H (-3.08, 1.21, -0.84)  0.061
H (-0.34, 0.18, 2.22)  0.128
H (0.45, -1.29, 1.58)  0.129



Which structure is the least stable? The one labeled <c>.



<a>
Below is C5H10O in the gas phase, with properties calculated with ωB97M-V/def2-TZVPD.

Summary:
total charge: 0
frontier orbital gap: 10.67 eV
SMILES: C=CCCOC
E_LUMO: 1.11 eV
multiplicity: 1

Last column: Löwdin charge in e.
CARTESIAN COORDINATES (ANGSTROEM)
C (2.02, 1.85, -0.33)  0.000
C (1.15, 1.00, -0.87)  -0.216
C (0.75, -0.29, -0.22)  -0.187
C (-0.48, 0.14, 0.60)  -0.250
O (-1.28, -0.83, 1.21)  -0.181
C (-1.96, -1.67, 0.32)  -0.121
H (2.59, 1.56, 0.56)  0.064
H (2.17, 2.84, -0.73)  0.053
H (0.53, 1.33, -1.70)  0.105
H (0.56, -1.08, -0.96)  0.104
H (1.55, -0.64, 0.44)  0.116
H (-1.10, 0.80, -0.03)  0.126
H (-0.07, 0.72, 1.43)  0.127
H (-2.47, -2.40, 0.94)  0.090
H (-1.25, -2.19, -0.34)  0.078
H (-2.69, -1.14, -0.31)  0.093



<b>
Below is C5H10O in the gas phase, with properties calculated with ωB97M-V/def2-TZVPD.

Summary:
total charge: 0
frontier orbital gap: 8.90 eV
E_LUMO: 0.46 eV
multiplicity: 1

Last column: Löwdin charge in e.
CARTESIAN COORDINATES (ANGSTROEM)
C (-1.07, 1.63, 0.89)  -0.115
C (-0.10, 1.11, -0.16)  -0.259
C (0.44, -0.27, 0.23)  -0.419
C (1.19, -1.01, -0.89)  -0.186
O (0.52, -2.30, -0.97)  -0.096
C (-0.69, -1.29, 0.33)  0.143
H (-0.58, 1.72, 1.87)  0.075
H (-1.91, 0.93, 1.00)  0.069
H (-1.48, 2.61, 0.63)  0.070
H (0.73, 1.82, -0.30)  0.111
H (-0.62, 1.02, -1.12)  0.112
H (1.07, -0.18, 1.12)  0.133
H (2.23, -1.23, -0.64)  0.123
H (1.16, -0.50, -1.85)  0.124
H (-0.53, -1.94, 1.20)  0.034
H (-0.36, -2.13, -1.34)  0.081



Which structure is the least stable? The one labeled <b>.



<a>
Below is C5H10O in the gas phase, with properties calculated with ωB97M-V/def2-TZVPD.

Summary:
total charge: 0
frontier orbital gap: 9.59 eV
SMILES: C[C@@H]1[C@H](C)[C@@H]1O
E_LUMO: 0.82 eV
multiplicity: 1

Last column: Löwdin charge in e.
CARTESIAN COORDINATES (ANGSTROEM)
C (1.64, -0.44, 0.18)  -0.071
C (0.32, -0.39, 0.87)  -0.269
C (-1.03, -0.37, 0.22)  -0.252
C (-1.06, -0.60, -1.27)  -0.059
C (-0.46, 0.91, 0.73)  -0.292
O (-0.11, 1.83, -0.28)  -0.019
H (1.73, 0.46, -0.44)  0.073
H (2.44, -0.40, 0.93)  0.078
H (1.78, -1.32, -0.45)  0.074
H (0.29, -0.80, 1.89)  0.133
H (-1.85, -0.83, 0.76)  0.131
H (-0.23, -0.11, -1.78)  0.076
H (-1.99, -0.24, -1.73)  0.078
H (-0.97, -1.68, -1.46)  0.084
H (-0.45, 1.25, 1.74)  0.136
H (-0.06, 2.72, 0.09)  0.099



<b>
Below is 2 unconnected molecules or ions with the total composition C5H10O, with properties calculated with ωB97M-V/def2-TZVPD.

Summary:
total charge: 0
frontier orbital gap (alpha / beta): 8.68 / 8.65 eV
E_LUMO (alpha / beta): -2.03 / -2.04 eV
multiplicity: 1

Last column: Löwdin charge in e.
CARTESIAN COORDINATES (ANGSTROEM)
O (-1.03, -1.35, 1.73)  -0.065
C (0.49, -1.05, -0.38)  -0.205
C (1.26, 0.01, 0.37)  -0.202
C (0.10, 0.86, 0.87)  -0.206
C (-0.80, 1.02, -0.36)  -0.181
C (-0.60, -0.30, -1.16)  -0.180
H (-0.04, -1.64, 0.45)  0.070
H (1.07, -1.78, -0.96)  0.118
H (1.89, -0.39, 1.18)  0.116
H (1.90, 0.59, -0.31)  0.121
H (0.34, 1.78, 1.40)  0.119
H (-0.44, 0.17, 1.60)  0.070
H (-1.85, 1.19, -0.08)  0.107
H (-0.48, 1.89, -0.95)  0.107
H (-1.52, -0.89, -1.22)  0.106
H (-0.28, -0.10, -2.19)  0.105



Which structure is the least stable? The one labeled <b>.



<a>
Below is 2 unconnected molecules or ions with the total composition C5H10O, with properties calculated with ωB97M-V/def2-TZVPD.

Summary:
total charge: 0
frontier orbital gap: 8.33 eV
E_LUMO: -0.57 eV
multiplicity: 1

Last column: Löwdin charge in e.
CARTESIAN COORDINATES (ANGSTROEM)
C (-2.19, -0.14, 1.10)  -0.098
C (-0.73, 0.21, 0.75)  -0.290
C (-0.30, -0.61, -0.40)  0.079
C (1.84, 1.24, -1.35)  -0.044
C (0.67, -1.64, -0.25)  -0.347
O (0.21, -2.60, 0.38)  0.021
H (-2.26, -1.18, 1.42)  0.077
H (-2.54, 0.51, 1.92)  0.075
H (-2.84, 0.00, 0.23)  0.078
H (-0.70, 1.25, 0.41)  0.120
H (-0.10, 0.12, 1.65)  0.114
H (0.93, 0.71, -1.67)  0.002
H (2.05, 1.04, -0.29)  0.030
H (2.68, 0.90, -1.96)  0.031
H (1.69, 2.31, -1.49)  0.030
H (1.64, -1.64, -0.77)  0.120



<b>
Below is 3 unconnected molecules or ions with the total composition C5H10O, with properties calculated with ωB97M-V/def2-TZVPD.

Summary:
total charge: 0
frontier orbital gap: 8.94 eV
E_LUMO: 0.85 eV
multiplicity: 1

Last column: Löwdin charge in e.
CARTESIAN COORDINATES (ANGSTROEM)
C (1.98, 0.10, 0.48)  -0.044
C (0.73, 0.60, -0.23)  -0.333
C (-0.08, -0.44, -1.00)  -0.146
C (-1.53, -0.05, -0.67)  -0.203
C (-1.44, 0.63, 0.67)  -0.156
O (-0.21, 1.09, 0.82)  -0.082
H (2.45, 0.90, 1.06)  0.084
H (2.70, -0.27, -0.26)  0.088
H (1.71, -0.72, 1.16)  0.088
H (0.95, 1.48, -0.85)  0.146
H (0.15, -0.43, -2.07)  0.116
H (0.13, -1.45, -0.61)  0.116
H (-2.24, -0.89, -0.67)  0.106
H (-1.91, 0.70, -1.38)  0.121
H (-1.57, -1.17, 1.92)  0.085
H (-1.89, -0.28, 1.83)  0.014



Which structure is the least stable? The one labeled <a>.



<a>
Below is a gas-phase ion, C5H12N (charge +1), with properties calculated with ωB97M-V/def2-TZVPD.

Summary:
total charge: +1
frontier orbital gap: 9.13 eV
SMILES: C/C=C/CC[NH3+]
E_LUMO: -3.65 eV
multiplicity: 1

Last column: Löwdin charge in e.
CARTESIAN COORDINATES (ANGSTROEM)
C (-1.27, -1.99, 0.21)  -0.098
C (-0.85, -1.04, -0.88)  -0.140
C (0.37, -0.50, -1.20)  -0.113
C (0.57, 1.00, -1.04)  -0.198
C (1.24, 1.48, 0.26)  -0.078
N (0.34, 0.84, 1.36)  0.173
H (-1.82, -2.83, -0.30)  0.103
H (-2.01, -1.57, 0.89)  0.080
H (-0.44, -2.43, 0.78)  0.086
H (-1.64, -0.32, -1.16)  0.114
H (1.27, -1.02, -1.55)  0.119
H (1.06, 1.47, -1.93)  0.138
H (-0.45, 1.38, -0.99)  0.104
H (1.23, 2.54, 0.49)  0.136
H (2.16, 0.92, 0.42)  0.132
H (0.08, -0.07, 0.95)  0.104
H (-0.54, 1.36, 1.37)  0.165
H (0.69, 0.76, 2.31)  0.172



<b>
Below is 2 unconnected molecules or ions with the total composition C5H12N, with properties calculated with ωB97M-V/def2-TZVPD.

Summary:
total charge: +1
frontier orbital gap (alpha / beta): 8.88 / 8.33 eV
E_LUMO (alpha / beta): -3.85 / -4.06 eV
multiplicity: 1

Last column: Löwdin charge in e.
CARTESIAN COORDINATES (ANGSTROEM)
C (-1.59, -0.13, -0.90)  -0.197
C (-1.01, 0.00, 0.25)  0.095
C (-3.15, -0.09, -0.94)  -0.068
C (2.11, 0.58, -0.63)  -0.086
C (1.48, -0.36, 0.35)  -0.198
N (1.69, -0.18, 1.78)  0.134
H (-1.19, -0.40, -1.94)  0.142
H (-1.30, 0.16, 1.24)  0.032
H (-3.40, -1.09, -1.21)  0.071
H (-3.43, 0.71, -1.66)  0.101
H (-3.61, 0.08, -0.04)  0.039
H (1.38, 1.31, -0.89)  0.064
H (2.94, 1.17, -0.20)  0.088
H (2.46, 0.14, -1.54)  0.087
H (1.24, -1.41, 0.02)  0.126
H (2.31, -1.04, 2.19)  0.246
H (0.82, -0.20, 2.28)  0.123
H (2.24, 0.74, 1.83)  0.201



Which structure is the least stable? The one labeled <b>.



<a>
Below is 2 unconnected molecules or ions with the total composition C5H12N, with properties calculated with ωB97M-V/def2-TZVPD.

Summary:
total charge: +1
frontier orbital gap: 10.02 eV
E_LUMO: -3.67 eV
multiplicity: 1

Last column: Löwdin charge in e.
CARTESIAN COORDINATES (ANGSTROEM)
C (1.59, -0.12, 0.15)  -0.208
C (0.73, 0.69, -0.45)  0.062
C (3.09, 0.06, 0.13)  -0.088
C (-1.49, -1.36, -0.18)  -0.073
C (-1.30, 0.14, -0.49)  -0.213
N (-2.10, 0.94, 0.52)  0.119
H (1.21, -1.01, 0.62)  0.094
H (0.84, 1.50, -1.20)  0.089
H (3.41, 0.34, -0.89)  0.090
H (3.69, -0.74, 0.47)  0.050
H (3.40, 0.96, 0.84)  0.133
H (-2.37, -1.83, -0.55)  0.076
H (-0.81, -1.84, -0.73)  0.038
H (-1.54, -1.49, 0.95)  0.115
H (-1.60, 0.47, -1.52)  0.132
H (-1.99, 0.39, 1.46)  0.193
H (-3.13, 0.96, 0.35)  0.174
H (-1.62, 1.95, 0.51)  0.219



<b>
Below is a gas-phase ion, C5H12N (charge +1), with properties calculated with ωB97M-V/def2-TZVPD.

Summary:
total charge: +1
frontier orbital gap: 9.59 eV
SMILES: C=CCCC[NH3+]
E_LUMO: -3.77 eV
multiplicity: 1

Last column: Löwdin charge in e.
CARTESIAN COORDINATES (ANGSTROEM)
C (-2.31, 0.58, 0.98)  0.014
C (-1.88, 0.01, -0.13)  -0.189
C (-0.82, 0.62, -0.99)  -0.214
C (0.53, -0.13, -1.11)  -0.174
C (1.51, 0.15, 0.00)  -0.148
N (1.75, -0.97, 0.98)  0.208
H (-2.06, 1.55, 1.39)  0.066
H (-3.14, 0.14, 1.52)  0.064
H (-2.31, -0.93, -0.45)  0.108
H (-0.60, 1.65, -0.70)  0.114
H (-1.17, 0.77, -2.02)  0.121
H (0.23, -1.18, -1.07)  0.111
H (0.96, -0.02, -2.10)  0.123
H (2.49, 0.35, -0.46)  0.132
H (1.48, 1.14, 0.48)  0.140
H (1.86, -0.63, 1.93)  0.174
H (2.58, -1.52, 0.74)  0.184
H (0.91, -1.56, 1.01)  0.166



<c>
Below is 2 unconnected molecules or ions with the total composition C5H12N, with properties calculated with ωB97M-V/def2-TZVPD.

Summary:
total charge: +1
frontier orbital gap (alpha / beta): 6.01 / 9.10 eV
E_LUMO (alpha / beta): -6.98 / -5.32 eV
multiplicity: 1

Last column: Löwdin charge in e.
CARTESIAN COORDINATES (ANGSTROEM)
C (-2.94, -1.22, 0.33)  0.026
C (-2.65, 0.08, 0.18)  0.234
C (2.22, -0.93, 0.13)  -0.048
C (0.53, 1.80, -0.35)  -0.037
C (0.68, -0.66, 0.29)  -0.307
N (0.17, 0.37, -0.44)  -0.038
H (-3.93, -1.69, 0.39)  0.095
H (-2.27, -2.06, 0.25)  0.072
H (-2.77, 1.01, 0.49)  0.009
H (2.69, 0.04, 0.50)  0.095
H (2.38, -1.79, 0.82)  0.096
H (2.59, -1.10, -0.91)  0.090
H (1.56, 1.99, -0.98)  0.171
H (-0.13, 2.40, -0.86)  0.056
H (0.54, 2.19, 0.59)  0.063
H (0.52, -0.34, 1.39)  0.165
H (0.19, -1.54, 0.04)  0.085
H (0.02, 0.21, -1.47)  0.173



Which structure is the least stable? The one labeled <c>.